(1)
Entry from the Open Molecules 2025 dataset: a structure of composition C33H52N3O3P2Pd at a distorted geometry (the ωB97M-V functional and the def2-TZVPD basis).

## Properties
expectation value of S²: 6.06
Kohn-Sham gap (alpha / beta): 7.96 / 3.57 eV
charge: +3
energy relative to the best compared isomer or geometry (same formula, charge and spin): 42.31 kJ/mol
spin multiplicity: 5
maximum force: 6.8 eV Å⁻¹

Element x y z (Å)
C: -3.9742 1.8785 2.9823
H: 1.6644 1.0161 -3.5470
C: 3.3016 2.7995 -2.7954
H: 0.0252 -6.6792 -2.5329
H: -3.5403 3.3107 -1.9769
H: 1.7607 -0.9892 5.7517
H: 2.4820 2.8235 -3.5291
C: -3.3716 -0.9284 0.8258
H: -3.9258 -0.1147 -1.1344
H: 3.4836 -0.9204 0.9507
C: -2.6234 1.1547 2.9367
H: 4.2967 3.7654 -0.4761
P: -2.1829 0.5284 1.1995
C: 1.7831 -0.4614 4.7981
H: -2.6646 0.3799 4.9491
P: 2.0562 0.7890 -1.1171
H: 5.0356 -1.1649 -2.4312
H: 4.8162 2.0764 -0.5715
C: -2.6708 1.8422 0.1266
H: 3.6125 2.5965 0.6639
H: 4.4840 0.4768 0.4658
H: 0.8787 3.5029 -1.7798
C: -1.5708 2.1932 3.3343
H: 2.1903 -2.1892 -0.5191
H: -3.4589 -3.0316 1.1832
H: -4.1063 2.2442 4.0116
H: -3.4528 -0.7096 3.8001
H: 0.8486 0.0292 4.5845
C: -2.0529 2.7396 -3.4493
H: 2.5779 1.3713 4.1830
H: -4.8249 -0.7399 2.4894
H: -2.5094 3.2772 -4.2848
H: -1.5868 3.0541 2.6518
C: -1.7886 -3.2781 -3.1740
H: 1.2594 3.3705 -0.0355
C: 4.1287 -0.5162 0.1580
H: 3.7783 3.7941 -2.7883
C: -0.4924 -2.2888 -1.3593
C: 2.7970 -1.9101 -1.3893
H: 2.1199 4.5424 -1.0645
H: -0.4060 1.9191 -4.6349
C: 3.4061 -0.5162 -1.2017
C: -0.1333 -4.6162 -1.9532
H: -0.5554 1.7881 3.3610
H: -1.7783 -6.5077 -4.2458
C: -3.5395 -1.0415 -0.6855
O: 1.7962 1.7414 2.4568
C: -2.0374 2.0138 -1.1336
H: 5.0915 0.5821 -2.1444
C: -0.8049 -3.3973 -2.1703
C: 1.2351 1.1390 1.6373
H: -2.6052 -1.3256 -1.1853
C: -2.6013 -0.0287 3.9299
C: 2.2108 -1.4074 3.6682
H: -2.9338 -4.3319 -4.6523
H: 3.9096 -0.1302 -3.3110
H: 2.1845 -1.9887 -2.2944
C: -0.8744 2.0157 -3.6600
H: -1.8189 2.5601 4.3413
C: 4.4125 -0.2609 -2.3401
O: 1.8749 -0.9700 2.5187
C: 1.0952 0.6524 -2.6790
C: -2.1460 -4.4105 -3.9031
H: 5.0075 -1.1774 0.0675
H: -2.2484 -2.3029 -3.3572
C: -0.4889 -5.7337 -2.7043
H: 4.0568 2.0770 -3.1309
C: -0.2600 1.3851 -2.5657
Pd: 0.1334 0.2656 0.3818
C: -4.7812 -0.7457 1.3963
C: 2.7950 2.5247 -1.3651
C: -2.6229 2.7719 -2.1909
H: -1.6647 -0.6040 3.8605
H: 3.6275 -2.6290 -1.4735
N: -0.8499 1.3625 -1.3706
C: -2.7517 -2.2127 1.3854
C: 1.6836 3.5342 -1.0358
C: 3.9521 2.7264 -0.3720
H: -1.8028 -2.4643 0.8889
H: -3.5862 2.3916 0.3188
H: 3.7882 0.1636 4.5033
H: -3.9790 2.7402 2.3054
N: 2.8713 0.5763 4.8061
O: 2.9520 -2.3375 4.0321
H: -5.2717 0.1444 0.9858
H: 0.6532 -4.6506 -1.1964
H: 3.0538 0.9437 5.7643
H: -4.2624 -1.8480 -0.8938
H: -5.3620 -1.6150 1.0699
H: 0.9567 -0.4254 -2.8509
H: -2.5957 -2.1790 2.4721
C: -1.4987 -5.6280 -3.6674
H: -4.8300 1.2425 2.7514
N: -0.2401 -1.4105 -0.6241

Forces on atoms 1 to 6 (eV/Å):
-0.32 0.02 -0.29
-0.12 -0.03 0.43
-0.01 -0.24 -0.21
-0.18 0.25 -0.09
0.12 0.00 -0.16
0.08 0.21 -0.08

(2)
Entry from the Open Molecules 2025 dataset: the molecule C7H13NO2 at a distorted geometry (the ωB97M-V functional and the def2-TZVPD basis).

## Properties
Kohn-Sham gap: 10.65 eV
SMILES string: NC1(C(=O)O)CCCCC1
energy relative to the best compared isomer or geometry (same formula, charge and spin): 169.89 kJ/mol
spin multiplicity: 1
maximum force: 5.9 eV Å⁻¹

Element x y z (Å)
H: -2.3611 0.0045 -0.7127
H: -1.3584 -0.8306 1.4876
N: -1.4471 0.2048 -1.1424
H: -0.5128 -1.3077 -2.4789
C: 0.8471 2.0387 0.0654
H: -0.6493 0.9961 3.0000
C: 0.9004 0.6799 -0.6930
O: -0.0963 -1.9825 -1.9769
H: 1.8222 0.0482 -0.2033
H: 1.3433 1.1539 1.8882
H: 1.7800 2.5492 0.0122
H: -1.6926 1.6950 1.7673
H: 0.5525 -0.4496 1.5720
H: -1.3496 1.2490 -0.9903
H: 1.1175 0.6683 -1.7720
H: 0.7848 2.7683 2.1202
C: -0.3059 -0.2495 -0.3266
C: -0.5257 -0.1849 1.0991
C: 0.1848 -1.6230 -0.6909
C: -0.7009 1.1798 1.9170
O: 0.6628 -2.3744 0.0891
H: -0.0108 2.6112 -0.2126
C: 0.6221 1.8702 1.5659

Forces on atoms 1 to 6 (eV/Å):
0.61 -0.30 -0.09
1.04 -0.12 -0.66
-0.02 1.98 0.39
-0.85 1.46 -0.34
-0.53 -1.29 0.50
-0.24 -0.50 -0.37

(3)
Entry from the Open Molecules 2025 dataset: a cluster of 3 separate species, C26H31F3N3O10PS2 in total at a distorted geometry (the ωB97M-V functional and the def2-TZVPD basis).

## Properties
Kohn-Sham gap: 8.28 eV
SMILES string: CC(=O)OCc1c(COC(F)(F)F)c2c(c(P(N)O)c1-c1ccccn1)C(=O)NC2=O.O=S1(=O)CCCC1.O=S1(=O)CCCC1
energy relative to the best compared isomer or geometry (same formula, charge and spin): 29.02 kJ/mol
spin multiplicity: 1
maximum force: 1.4 eV Å⁻¹

Element x y z (Å)
H: -2.6926 -1.2012 8.0151
C: -0.7855 0.0174 -3.9789
F: 3.3357 3.0103 -0.9420
H: -1.4454 0.8236 6.9262
H: -4.2392 -1.9500 6.3367
H: 7.4045 -1.1075 -2.1566
H: 8.3045 -0.1074 -1.0250
H: -3.1362 5.3549 0.2931
H: 6.2153 0.8002 -0.0866
H: -2.0490 1.0366 0.4850
O: -1.5698 -3.3889 -2.9982
F: 2.7854 1.1715 -1.9375
H: -3.9365 -2.6537 -2.0940
C: 7.3848 -0.6759 -1.1541
H: -2.8798 -3.0466 5.9906
H: 0.9498 2.7388 -0.7927
C: -1.1213 1.4077 0.0692
H: -4.8482 -2.6664 1.5880
H: -1.4878 5.4459 -0.4153
C: -0.0677 1.1498 -3.5766
O: 1.8514 3.0875 -2.6044
C: -0.1261 1.6455 -2.2824
C: 7.2784 -1.7954 -0.1100
H: 0.0440 3.7352 -1.8801
O: -4.2930 -0.6942 4.0468
F: 3.9397 2.6658 -2.9792
C: -4.1526 -2.1708 0.9302
P: -2.4382 -2.1924 -3.7825
O: -1.0198 -0.8064 -6.2871
H: 7.7267 -1.5079 0.8389
C: -1.9431 0.0807 4.9452
C: -2.1903 3.4851 -0.0809
H: -2.1685 0.9705 4.3616
N: -3.8485 -0.4449 -0.7380
H: 6.0320 0.9022 -1.8387
C: -0.4264 -0.2497 -5.4276
H: -5.6266 -0.8234 0.2211
H: 4.0627 -0.2909 -0.4986
C: -2.0282 -1.8704 -0.0250
C: 2.9432 2.4920 -2.1147
C: -1.6986 -0.1559 -1.7860
C: -4.5911 -1.1284 0.1374
N: -3.9668 -2.3075 -3.0523
H: -0.9174 -0.2389 4.7627
H: 1.1340 0.5642 -6.5184
C: -0.9792 0.9747 -1.3770
C: 0.6732 2.8533 -1.8365
C: -3.1895 -2.0068 6.0555
O: -3.0998 2.9780 -0.6662
C: 0.6904 1.6068 -4.8023
H: -1.6570 5.0303 1.2583
S: -3.0224 -1.2510 4.4328
H: -3.1746 0.7471 6.5862
O: 5.1226 -3.3265 -0.3572
O: 1.0536 2.6799 -5.1644
C: -2.1415 4.9368 0.2897
N: 0.7955 0.4300 -5.5729
C: 4.9571 -0.7445 -0.9135
C: -2.2209 0.2367 6.4370
C: -2.2991 -1.1890 7.0002
H: -2.4235 -3.3427 1.4931
C: -1.6157 -0.6684 -3.0985
C: -2.5820 -0.8629 -0.7973
H: -0.6754 -3.0871 -2.8035
S: 5.5200 -2.0482 0.1742
H: -0.9816 -2.1139 -0.1341
H: -1.2982 -1.6233 7.0316
H: -4.4495 -3.0314 -3.5754
O: 5.2140 -1.6779 1.5332
H: -0.3037 0.9751 0.6432
O: -2.3032 -2.1415 3.5536
C: -2.8231 -2.5586 0.8794
O: -1.0756 2.8263 0.2877
C: 6.1415 0.2116 -1.0037
H: 4.7362 -1.1946 -1.8810
H: 7.7135 -2.7291 -0.4565

Forces on atoms 1 to 6 (eV/Å):
-0.01 -0.01 0.00
-0.18 0.09 0.44
-0.01 -0.10 0.32
0.00 0.01 0.00
-0.03 0.04 -0.10
-0.02 -0.01 0.00

(4)
Entry from the Open Molecules 2025 dataset: a cluster of 3 separate species, C5H16N2O3 in total at a distorted geometry (the ωB97M-V functional and the def2-TZVPD basis).

## Properties
Kohn-Sham gap: 9.48 eV
SMILES string: [H]/N=C\NCCCCO.O.O
energy relative to the best compared isomer or geometry (same formula, charge and spin): 272.66 kJ/mol
spin multiplicity: 1
maximum force: 2.7 eV Å⁻¹

Element x y z (Å)
O: -1.4118 1.9110 -2.7886
H: -0.4691 2.2502 4.0954
H: 0.5348 -2.4509 -0.6547
H: 0.8393 -0.5021 0.6256
C: -0.9519 0.4751 3.3857
H: -2.1280 -0.1414 0.4858
H: -1.2313 -0.5684 3.5712
H: 1.8369 -0.6455 -1.8339
H: 3.1741 1.0282 0.8661
O: 1.4313 -0.9620 -2.6487
H: 0.0148 0.4466 -0.5382
C: -0.0896 -0.5094 0.0574
C: 0.0775 -1.2617 -2.3659
H: -1.5467 -1.3880 1.6172
H: -0.8697 1.6208 1.6352
O: 3.9426 1.5850 0.6636
C: -0.2056 -1.6307 -0.9435
C: -1.2661 -0.4295 1.1075
H: 4.5922 0.9242 0.4031
N: -0.8192 1.3437 4.2776
H: -1.9934 1.3159 -3.2859
H: -0.3017 -2.1330 -2.9725
H: -1.1885 -2.1515 -0.7578
H: -0.6141 1.6661 -3.2946
N: -0.7443 0.6409 1.9867
H: -0.6122 -0.4338 -2.6939

Forces on atoms 1 to 6 (eV/Å):
0.43 -0.88 -1.11
0.18 0.93 -0.91
-0.75 0.84 -0.41
0.08 -0.46 0.13
0.22 0.81 -2.17
-0.17 0.15 0.62

(5)
Entry from the Open Molecules 2025 dataset: the molecule C5H6 (the ωB97M-V functional and the def2-TZVPD basis).

## Properties
Kohn-Sham gap: 10.66 eV
SMILES string: C#CC1CC1
energy relative to the best compared isomer or geometry (same formula, charge and spin): 163.23 kJ/mol
spin multiplicity: 1
maximum force: 0.4 eV Å⁻¹

Element x y z (Å)
C: -0.5143 -1.2625 0.1354
H: 1.1120 -0.6480 -1.1213
C: 0.8494 0.8680 0.4780
H: -1.9263 -2.8199 0.9997
H: -1.1450 1.3342 -0.3847
H: 0.4718 0.8949 1.4947
H: 0.2538 1.6567 -1.5229
C: -0.1079 1.1381 -0.6387
H: 1.8774 1.1960 0.3652
C: -1.2633 -2.0871 0.5948
C: 0.3922 -0.2704 -0.4003

Forces on atoms 1 to 6 (eV/Å):
-0.21 -0.28 0.17
-0.10 0.02 0.14
0.12 0.10 0.14
0.13 0.15 -0.08
0.18 -0.03 -0.03
0.03 -0.04 -0.17

(6)
Entry from the Open Molecules 2025 dataset: a cluster of 2 separate species, C4H15N2O2 in total (the ωB97M-V functional and the def2-TZVPD basis).

## Properties
Kohn-Sham gap: 10.89 eV
charge: +1
energy relative to the best compared isomer or geometry (same formula, charge and spin): 154.91 kJ/mol
spin multiplicity: 1
maximum force: 0.5 eV Å⁻¹

Element x y z (Å)
H: 0.4648 -0.3874 -0.8134
H: -1.2921 0.3285 1.1943
O: 0.7577 1.5374 0.9354
H: 2.3717 0.2391 -0.7990
H: 1.9440 -0.1273 -3.0237
N: -0.2612 -1.3320 -0.7067
H: 0.2863 -2.1138 -1.0674
H: 0.0935 -1.7271 1.3220
H: 2.3570 1.5728 -2.8182
H: 0.6602 1.0915 -3.0263
C: 1.1246 1.8281 -0.3884
H: -1.0401 -1.2235 -1.3531
H: -2.7551 -0.3869 2.7661
C: 1.6131 0.8119 -2.5825
H: 1.9125 2.5861 -0.4120
C: -1.7775 -0.6493 1.1110
O: -2.2523 -1.1020 2.3622
H: -1.2326 -2.6657 0.6171
H: 0.2472 2.2329 -0.8969
C: -0.7681 -1.6816 0.6588
H: -2.5926 -0.5704 0.3803
N: 1.4836 0.6114 -1.1259
H: 1.3176 0.8366 1.2851

Forces on atoms 1 to 6 (eV/Å):
-0.18 -0.42 -0.03
-0.05 -0.03 -0.04
-0.18 -0.30 -0.26
0.08 0.17 0.14
-0.04 0.03 -0.07
0.21 -0.02 -0.13